Record 1
{"formula": "C18H48N12O26S", "method": "the ωB97M-V functional and the def2-TZVPD basis", "elements": ["C", "N", "O", "O", "H", "H", "H", "C", "N", "O", "O", "H", "H", "H", "C", "N", "O", "O", "H", "H", "H", "C", "N", "O", "O", "H", "H", "H", "C", "N", "O", "O", "H", "H", "H", "C", "N", "O", "O", "H", "H", "H", "C", "N", "O", "O", "H", "H", "H", "C", "N", "O", "O", "H", "H", "H", "C", "N", "O", "O", "H", "H", "H", "C", "N", "O", "O", "H", "H", "H", "C", "C", "O", "S", "O", "O", "O", "H", "H", "H", "H", "C", "O", "N", "C", "C", "H", "H", "H", "H", "H", "H", "H", "C", "O", "N", "C", "C", "H", "H", "H", "H", "H", "H", "H"], "xyz": [[-29.145856, 17.050341, -12.040628], [-29.546702, 17.852099, -13.244879], [-29.675548, 19.078080, -13.136101], [-29.951015, 17.204952, -14.233618], [-29.086665, 15.994346, -12.304186], [-29.962195, 17.188866, -11.331755], [-28.135863, 17.310979, -11.724259], [-29.440208, 18.458501, -6.625285], [-29.372917, 17.233610, -5.823298], [-28.547417, 17.174312, -4.933311], [-30.175385, 16.348625, -6.062183], [-30.475274, 18.780665, -6.511456], [-29.163467, 18.356140, -7.674593], [-28.891448, 19.275246, -6.156368], [-30.872858, 21.310088, -7.169271], [-31.786170, 20.996871, -6.020195], [-31.866912, 21.813300, -5.100807], [-32.239603, 19.850354, -5.879160], [-29.844589, 21.462469, -6.841346], [-31.232964, 22.141765, -7.774855], [-30.926303, 20.472243, -7.864455], [-31.131781, 21.353712, -10.527087], [-31.794843, 20.190614, -11.295588], [-31.790338, 19.051333, -10.806149], [-32.474978, 20.500649, -12.240641], [-30.963647, 22.205344, -11.186287], [-30.145254, 20.995719, -10.232634], [-31.562776, 21.570279, -9.549617], [-26.385418, 19.239706, -14.599418], [-26.876064, 19.275114, -13.175929], [-27.092774, 20.317028, -12.693101], [-27.133204, 18.210829, -12.683837], [-26.439312, 20.252553, -14.998570], [-27.111816, 18.586024, -15.082279], [-25.387486, 18.808656, -14.679568], [-30.402926, 21.072245, -14.309591], [-29.298385, 21.967006, -13.885695], [-28.761885, 22.628878, -14.727167], [-29.034790, 22.003768, -12.710024], [-30.975310, 21.609083, -15.066085], [-31.011802, 20.816737, -13.442374], [-29.946042, 20.218657, -14.810343], [-24.239068, 21.505387, -9.243513], [-24.796110, 20.479523, -10.177250], [-25.582207, 19.694935, -9.668736], [-24.549135, 20.520732, -11.429172], [-25.009148, 21.980408, -8.635712], [-23.851638, 22.284367, -9.900166], [-23.490629, 20.961136, -8.667557], [-25.513945, 19.961144, -6.997782], [-26.752769, 20.291496, -6.254671], [-26.801076, 19.997785, -5.037318], [-27.689606, 20.905667, -6.881428], [-25.370909, 18.911465, -6.741234], [-24.666476, 20.592468, -6.730684], [-25.696738, 19.969213, -8.072310], [-28.873161, 23.284648, -10.957802], [-29.679037, 23.908127, -9.824139], [-30.025382, 25.097262, -9.870310], [-29.981510, 23.123787, -8.904270], [-29.242463, 23.559855, -11.945713], [-28.804983, 22.210841, -10.783496], [-27.842819, 23.638113, -10.997181], [-29.083662, 14.886680, -8.963105], [-28.888532, 16.030817, -9.866524], [-27.960638, 15.991778, -10.692264], [-29.689426, 16.966161, -9.777804], [-29.435325, 15.257721, -8.000412], [-28.101854, 14.413675, -8.942810], [-29.861835, 14.313830, -9.467477], [-32.492052, 17.750970, -9.721364], [-32.810874, 17.783518, -8.219103], [-33.023035, 16.404682, -7.823758], [-32.777901, 15.349957, -9.097269], [-33.862193, 14.357548, -9.295013], [-31.447342, 14.732387, -9.103489], [-32.892265, 16.503912, -10.225412], [-31.430093, 17.885179, -9.927103], [-33.131657, 18.417945, -10.299441], [-33.746274, 18.334215, -8.119720], [-32.023773, 18.238084, -7.617495], [-26.686087, 22.287784, -11.018996], [-26.221370, 22.585671, -9.945021], [-25.970651, 22.577723, -12.113376], [-26.674664, 22.790376, -13.370021], [-24.585803, 23.070595, -12.058156], [-27.711881, 22.024206, -11.319782], [-26.176837, 22.283045, -14.196393], [-26.812848, 23.846569, -13.601263], [-27.712763, 22.459170, -13.342643], [-24.002907, 22.246187, -11.647433], [-24.142413, 23.184478, -13.047360], [-24.502270, 24.012531, -11.516060], [-29.794427, 18.913517, -9.674163], [-30.377932, 18.889376, -8.582584], [-28.818406, 19.740555, -10.019102], [-28.026814, 20.498814, -9.077180], [-28.214244, 19.737633, -11.397714], [-30.088221, 18.328125, -10.559139], [-28.197470, 20.221419, -8.036975], [-28.092511, 21.585085, -9.015510], [-26.965823, 20.298015, -9.225818], [-27.131506, 19.632298, -11.466033], [-28.566474, 18.928169, -12.037072], [-28.465806, 20.725604, -11.783363]], "forces_ev_per_angstrom": [[-1.0903, 0.2263, -3.4974], [-2.9557, -2.1224, -1.6306], [-1.2390, -2.3997, -2.1984], [1.2642, 1.6804, 1.3929], [-0.4273, 0.4844, -1.0613], [0.4781, -0.1064, -1.7505], [-2.0953, 0.5758, -0.3471], [0.2092, 0.6564, 2.0491], [0.5464, -0.1217, 0.7134], [0.1914, -0.1745, 0.0061], [0.0040, -0.0079, -0.3441], [0.2303, -0.5149, -0.3758], [0.3751, -0.9330, 1.5089], [0.2508, -0.7216, 0.3004], [-1.1361, -0.3416, -0.9132], [0.6729, -0.4211, 2.6484], [-0.0645, -0.2504, -1.5915], [0.2290, 1.2702, -1.1122], [-0.4505, 0.1586, 0.3611], [-0.1740, 0.2741, 1.2538], [0.1973, -0.0582, 0.6564], [0.5490, -0.9480, -0.1599], [-0.5626, 1.7995, 1.8410], [2.5536, 8.4049, -6.9581], [-0.4080, 0.0678, -1.0679], [-0.9848, -0.3571, 0.0299], [-0.5135, 0.0311, -0.3437], [-0.9045, -0.1496, -0.7794], [-0.4257, -0.0930, -0.1980], [2.3992, -1.6029, -5.2039], [4.2958, 4.5139, -8.0306], [3.1581, -1.9571, -1.4577], [0.1089, -0.1799, 0.1202], [0.1818, 0.0158, -0.2330], [-0.1306, 0.0573, 0.3157], [-0.4709, 0.5849, -1.0420], [-3.0401, -1.2863, -1.8514], [-0.2218, 0.7166, -1.4225], [-2.2987, -1.0883, -1.4138], [0.0477, 0.2541, 0.1904], [0.4086, 0.0642, -0.6941], [-0.2166, 0.2581, 0.2217], [1.3988, 0.2009, -0.4601], [-0.4240, 0.0907, -2.2022], [2.3355, -1.0100, -2.5023], [-0.2988, -1.5244, 3.9735], [0.3294, -0.7977, -0.0666], [0.4318, -0.2989, 0.6470], [0.2163, 0.2216, -0.0723], [-0.6304, -1.0834, 0.1303], [-1.5823, 2.0109, 2.1161], [-0.1435, 0.5078, -3.2362], [4.1968, -0.1302, 5.3257], [0.5274, 0.0980, 0.2583], [-0.4119, -0.0810, 0.4743], [-0.0992, 0.3684, 1.3160], [-1.2976, 2.8337, 1.6423], [-0.5177, 0.8188, 0.5473], [0.8491, -2.3119, -0.1053], [0.8393, 1.9186, -1.5339], [-0.7584, 0.6639, 1.2274], [-1.8080, 1.3254, 0.9299], [-1.0647, 1.3670, 0.9281], [1.6622, -0.1494, -0.3438], [1.0361, -0.4500, 0.6289], [0.0774, -1.9514, 4.3918], [2.4205, -6.0610, 2.9697], [-0.0116, -0.1424, -0.2141], [-0.2363, -0.1766, 0.2102], [0.8952, -0.3312, 0.2973], [-1.3076, -2.9953, 3.1898], [-0.4821, -0.2313, -0.4150], [0.4059, -1.8400, -1.3606], [-1.7793, -1.5264, -0.4998], [2.1878, 3.0039, 0.9299], [-3.3814, 1.7319, 0.5061], [-0.4711, -2.9527, 0.6636], [-1.8164, -2.2970, 1.7961], [-0.8854, -0.8132, 1.1770], [-0.1431, -0.2850, 0.5301], [-0.4972, -0.5071, -0.2289], [2.1035, 0.9303, -3.0470], [-0.9653, 0.0761, 1.7443], [0.4216, 0.9535, -1.9262], [0.3133, -0.0507, -0.0628], [-0.1394, -0.3269, 0.0926], [3.1119, -1.4313, 0.5433], [0.1871, 0.2183, -0.0446], [0.6002, 0.3240, -0.0146], [3.6740, 0.5575, 0.7934], [0.1308, 1.0459, 0.0575], [-0.6225, 0.2152, -0.2341], [0.0391, -0.0390, 0.1311], [-0.0541, 2.4022, -0.9775], [-0.2714, 1.3851, -3.4240], [1.6824, -0.6712, -0.3861], [-0.6277, -0.8515, 0.0625], [-2.8487, -0.2960, 7.0948], [0.1790, 2.7938, 0.8509], [-1.1093, -0.9822, -2.1923], [-0.6954, -0.0812, -0.5744], [-1.5145, 0.2900, -0.0713], [-1.5070, -0.6050, 5.8622], [0.3244, 2.2162, 2.8405], [-0.7145, -1.5462, 1.3848]], "fmax_ev_per_a": 11.21, "charge": 0, "homo_lumo_gap_ev": 7.823, "spin_multiplicity": 1, "e_homo_ev": -9.1}

=====

Record 2
{"formula": "C23H31F6O3Tc", "method": "the ωB97M-V functional and the def2-TZVPD basis", "elements": ["O", "C", "C", "H", "H", "C", "H", "H", "C", "H", "H", "H", "C", "H", "H", "H", "Tc", "C", "C", "C", "H", "C", "C", "H", "H", "H", "H", "C", "C", "C", "H", "C", "C", "H", "H", "H", "H", "O", "C", "C", "H", "H", "C", "H", "H", "C", "H", "H", "H", "H", "C", "C", "O", "C", "F", "F", "F", "C", "F", "F", "F", "H", "H", "H"], "xyz": [[-2.685902, 1.411927, -0.157646], [-2.982086, 1.575747, -1.594817], [-4.357557, 2.164487, -1.469775], [-3.005295, 0.609013, -2.102422], [-2.314263, 2.257656, -2.134823], [-4.045610, 1.978139, 0.023552], [-5.106328, 1.498013, -1.888980], [-4.395293, 3.186214, -1.846522], [-4.958583, 0.983148, 0.728321], [-5.006159, 0.015409, 0.218453], [-5.984406, 1.370645, 0.823097], [-4.557123, 0.809355, 1.732051], [-4.033976, 3.306462, 0.764323], [-3.436335, 4.060277, 0.241555], [-3.630216, 3.127070, 1.764716], [-5.046415, 3.722124, 0.891897], [1.079845, -0.086105, 1.642116], [2.940505, 0.725783, 2.215258], [3.618324, 0.890484, 0.958065], [2.909984, 1.816753, 0.187478], [4.574642, 0.457229, 0.701861], [1.913242, 2.432182, 0.978792], [1.877231, 1.760120, 2.261064], [1.363315, 2.128883, 3.149829], [3.412564, 0.266453, 3.077755], [3.157376, 2.034547, -0.838819], [1.331960, 3.321892, 0.738572], [1.351111, -1.539101, 3.213059], [0.884571, -0.275745, 3.733013], [-0.419932, -0.008757, 3.169363], [1.408868, 0.334720, 4.462009], [-0.770446, -1.137008, 2.353046], [0.317086, -2.063665, 2.364340], [0.310397, -3.040732, 1.895675], [2.291333, -2.034937, 3.449440], [-1.028022, 0.876667, 3.324905], [-1.719313, -1.283658, 1.849662], [-1.583632, -1.360089, -2.840768], [-0.817342, -1.024277, -1.640298], [-0.173520, 0.360035, -1.842118], [0.029188, -1.728253, -1.487004], [-1.461815, -1.101129, -0.736705], [-0.106745, 0.513657, -3.360814], [0.814197, 0.463416, -1.381457], [-0.830364, 1.112842, -1.405774], [-1.313632, -0.318058, -3.828594], [0.818383, 0.085880, -3.750073], [-0.144672, 1.569230, -3.629390], [-1.182336, -0.800339, -4.802103], [-2.161317, 0.381067, -3.885122], [1.913873, -3.445612, -0.596661], [2.746046, -2.227068, -0.250856], [2.025110, -1.162316, 0.264083], [3.891420, -2.742209, 0.728387], [4.627282, -3.721210, 0.120970], [4.740073, -1.777345, 1.146792], [3.320245, -3.298535, 1.847294], [3.461945, -1.684138, -1.559780], [4.079242, -2.666593, -2.272030], [2.525397, -1.120025, -2.384294], [4.378193, -0.717147, -1.299452], [1.398132, -3.814378, 0.300871], [2.580879, -4.228572, -0.974657], [1.166676, -3.200527, -1.359909]], "forces_ev_per_angstrom": [[-1.5339, 1.0358, -1.3316], [0.9747, -0.6614, -1.3473], [0.7174, -0.5291, 0.4631], [0.3026, 0.0434, 0.2496], [0.3196, -0.2544, 0.3959], [-1.6735, 0.6300, 1.0769], [-0.2844, 0.3288, 0.1229], [-0.4058, -0.1236, 0.2493], [0.1903, -0.0765, 0.1953], [0.0892, 0.1879, -0.0781], [0.3762, -0.0275, -0.0628], [-0.1511, -0.0422, 0.0264], [0.1854, -0.1083, 0.3485], [0.0499, -0.1855, 0.1199], [0.0977, 0.2566, 0.0140], [0.2605, -0.3223, -0.1840], [1.4851, -0.7935, -3.1528], [0.2171, 1.4093, 0.8339], [-0.1760, 0.9552, -0.1979], [0.5599, 0.0016, 0.2200], [-0.4141, -0.2414, -0.1197], [-0.1628, -0.8593, 0.4714], [0.9255, 0.6756, 0.0435], [0.4933, 0.1456, -0.3804], [-0.0936, 0.2227, -0.1144], [-0.0621, 0.2395, -0.0189], [-0.0436, -0.4905, -0.1502], [-0.9112, -0.0933, 0.6545], [-1.0507, -0.7870, 0.8942], [0.1253, -0.6315, 0.7813], [-0.0814, -0.0808, -0.3338], [-0.0280, -0.4801, 0.4400], [-0.7987, 0.1955, 1.0185], [0.1755, 0.3928, -0.1696], [-0.2953, 0.3323, -0.1946], [0.1333, -0.1952, 0.0499], [0.2350, 0.1706, -0.1452], [1.1665, 1.3848, 0.5930], [0.5709, -0.4650, -0.0230], [-0.5871, 0.0023, 0.3093], [-0.7826, 0.0767, -0.3571], [0.1293, 0.2141, -0.6451], [0.0899, -0.7048, 0.1568], [-0.1287, -0.2585, -0.0198], [0.3772, -0.0151, -0.0690], [-0.2490, 0.2645, 0.0701], [0.0063, 0.0718, 0.0307], [-0.1652, -0.1211, -0.2938], [0.0311, 0.0854, 0.2282], [-0.0796, -0.5053, -0.1309], [-0.2320, -0.3082, -0.1686], [1.0131, 0.3973, -0.0414], [0.1963, -0.3682, -0.4126], [0.0355, -0.4852, -0.2705], [-0.6982, 1.1348, 0.8615], [-0.6021, -0.7425, -0.1090], [0.5048, 0.4805, -0.8082], [-0.1818, -0.0721, -0.7997], [-0.5677, 0.9628, 0.7395], [0.7887, -0.5648, 0.7818], [-0.5718, -0.7428, -0.1995], [0.2344, 0.0895, -0.3607], [-0.3413, 0.0744, 0.0557], [0.2959, -0.1252, 0.1946]], "fmax_ev_per_a": 3.57, "de_lowest_kj_mol": 18.2, "charge": 1, "homo_lumo_gap_ev": [7.385, 6.200], "s_squared": 3.79, "spin_multiplicity": 4, "e_homo_ev": [-11.8, -11.9]}